The following is a DFT calculation (the ωB97M-V functional and the def2-TZVPD basis) of an isolated molecule of C6H12O.

```
! wB97M-V def2-TZVPD RIJCOSX def2/J DEFGRID3
* xyz 0 1
C 1.76 -0.29 -1.21
C 1.06 0.39 -0.06
O 0.68 1.75 -0.36
C -0.61 1.56 0.24
C -0.41 0.03 0.32
C -0.60 -0.60 1.69
C -1.17 -0.72 -0.76
H 2.79 0.05 -1.29
H 1.77 -1.38 -1.07
H 1.25 -0.07 -2.16
H 1.70 0.37 0.83
H -1.42 1.91 -0.41
H -0.69 2.05 1.22
H 0.01 -0.10 2.45
H -0.33 -1.66 1.68
H -1.65 -0.53 2.00
H -0.82 -1.76 -0.84
H -1.07 -0.24 -1.74
H -2.24 -0.75 -0.52
*
```

ΔE to the lowest compared entry with this formula, charge and spin = 1.0179 eV
HOMO energy = -9.540 eV
LUMO energy = 0.94 eV
F_max = 0.370 eV/Å

***

The following is a DFT calculation (the ωB97M-V functional and the def2-TZVPD basis) of a cluster of 5 separate species, C5H20NO6 in total at a distorted geometry.

```
! wB97M-V def2-TZVPD RIJCOSX def2/J DEFGRID3
* xyz -1 1
C -0.20 1.21 -2.24
C 0.55 2.56 -1.64
O 1.93 2.55 -1.88
C 0.07 0.21 -1.16
N -0.74 -0.97 -1.48
C -0.89 -2.01 -0.36
C 0.03 -2.31 0.76
O 0.00 -1.25 1.61
H 0.32 1.24 -3.26
H -1.21 1.54 -2.40
H 0.39 2.68 -0.51
H 0.01 3.39 -2.13
H 2.35 2.19 -1.10
H 1.12 -0.16 -1.10
H -0.36 0.48 -0.33
H -0.30 -1.33 -2.34
H -1.39 -2.89 -1.04
H -1.93 -1.64 0.18
H -0.41 -3.23 1.33
H 1.06 -2.41 0.24
H -1.03 -0.86 2.90
H -1.70 0.27 3.73
O -1.68 -0.62 3.57
H 1.72 0.89 2.70
H 1.26 -0.43 2.15
O 2.06 0.13 2.38
H 2.73 0.96 1.10
H 3.49 0.25 0.08
O 3.24 1.07 0.24
H -3.36 -1.01 0.63
H -3.46 -0.30 -0.78
O -3.68 -0.22 0.16
*
```

ΔE to the lowest compared entry with this formula, charge and spin = 3.8220 eV
HOMO energy = -4.506 eV
LUMO energy = 3.54 eV
F_max = 7.221 eV/Å

***

The following is a DFT calculation (the ωB97M-V functional and the def2-TZVPD basis) of an isolated molecule of C19H23N3O5S2 at a distorted geometry.

```
! wB97M-V def2-TZVPD RIJCOSX def2/J DEFGRID3
* xyz 0 1
C 1.75 4.01 0.64
N 1.52 2.88 -0.23
C 2.35 1.73 -0.06
C 3.14 1.31 -1.12
C 3.76 0.07 -1.07
C 3.54 -0.76 0.01
C 2.84 -0.29 1.12
C 2.26 0.96 1.09
H 1.67 1.31 1.92
H 2.71 -0.92 1.98
C 3.92 -2.21 0.00
O 5.04 -2.66 0.08
N 2.82 -3.01 -0.06
C 1.51 -2.56 -0.33
C 0.46 -2.86 0.54
C -0.81 -2.36 0.29
C -1.03 -1.55 -0.80
C -0.01 -1.30 -1.70
C 1.25 -1.80 -1.47
H 2.05 -1.62 -2.17
H -0.23 -0.71 -2.57
S -2.66 -0.93 -1.30
O -3.31 -2.07 -1.89
O -2.43 0.22 -2.14
N -3.63 -0.44 -0.06
C -3.26 0.71 0.72
H -2.54 1.32 0.17
H -4.16 1.30 0.92
C -2.69 0.12 2.01
H -2.75 0.83 2.84
H -1.65 -0.15 1.85
C -3.57 -1.12 2.24
H -4.38 -0.88 2.93
H -3.01 -1.95 2.67
C -4.15 -1.45 0.85
H -3.88 -2.44 0.47
H -5.24 -1.38 0.85
H -1.61 -2.60 0.97
H 0.64 -3.47 1.41
H 2.96 -4.00 0.11
H 4.35 -0.27 -1.90
H 3.24 1.94 -1.99
S -0.09 2.38 -0.46
O -0.96 3.40 0.05
O -0.26 1.04 0.04
C -0.19 2.34 -2.25
H -1.09 1.77 -2.50
H 0.69 1.84 -2.62
H -0.25 3.36 -2.61
H 2.60 4.58 0.27
H 1.93 3.72 1.68
H 0.85 4.63 0.60
*
```

ΔE to the lowest compared entry with this formula, charge and spin = 2.7553 eV
HOMO energy = -9.132 eV
LUMO energy = 0.40 eV
F_max = 1.174 eV/Å

***

The following is a DFT calculation (the ωB97M-V functional and the def2-TZVPD basis) of a cluster of 3 separate species, C16H19ClF4OP in total at a distorted geometry.

```
! wB97M-V def2-TZVPD RIJCOSX def2/J DEFGRID3
* xyz 1 1
O -0.46 1.70 0.04
C 0.52 1.24 -0.92
C -0.02 -0.07 -1.69
P 1.15 -1.53 -1.67
Cl 2.12 -1.62 0.17
C 2.43 -1.54 -3.06
F 3.55 -0.74 -2.80
F 2.88 -2.88 -3.18
C 1.84 -1.17 -4.50
F 1.41 0.15 -4.59
F 0.85 -2.08 -4.89
H -1.36 1.60 -0.34
H 1.52 1.06 -0.40
H 0.64 2.11 -1.67
H -0.31 0.25 -2.75
H -1.00 -0.44 -1.22
H 0.37 -2.71 -1.80
H 2.71 -1.28 -5.23
C 5.05 -0.80 3.85
C 3.76 -1.08 3.44
C 2.69 -0.90 4.32
C 2.92 -0.43 5.61
C 4.22 -0.15 6.02
C 5.29 -0.33 5.15
H 5.88 -0.94 3.17
H 3.58 -1.43 2.43
H 1.68 -1.12 3.99
H 2.09 -0.29 6.29
H 4.40 0.22 7.02
H 6.30 -0.12 5.47
C -4.60 2.16 -0.88
C -5.89 2.20 -0.36
C -6.85 1.32 -0.85
C -6.52 0.39 -1.83
C -5.23 0.35 -2.34
C -4.27 1.24 -1.86
H -3.85 2.85 -0.51
H -6.15 2.91 0.41
H -7.86 1.35 -0.45
H -7.27 -0.30 -2.20
H -4.97 -0.37 -3.11
H -3.26 1.22 -2.26
*
```

HOMO energy = -11.408 eV
LUMO energy = -5.15 eV
F_max = 2.722 eV/Å

***

The following is a DFT calculation (the ωB97M-V functional and the def2-TZVPD basis) of a structure of composition C24H23Cl3N7O3Ru.

```
! wB97M-V def2-TZVPD RIJCOSX def2/J DEFGRID3
* xyz 0 2
Ru -0.03 -0.22 -0.03
O 1.63 -0.10 1.13
C 2.20 1.02 1.52
C 3.58 1.03 1.78
C 4.22 2.16 2.22
C 3.52 3.35 2.44
C 2.16 3.36 2.20
C 1.48 2.23 1.74
C 0.06 2.33 1.52
N -0.66 1.43 0.97
N -2.00 1.73 0.78
C -2.59 0.81 0.08
O -2.03 -0.31 -0.30
C -4.00 1.01 -0.31
C -4.81 1.93 0.36
C -6.12 2.12 -0.03
C -6.64 1.40 -1.10
C -5.84 0.49 -1.78
C -4.52 0.29 -1.38
H 4.12 0.11 1.60
H 5.29 2.13 2.40
H 4.03 4.24 2.79
H 1.59 4.27 2.37
H -0.45 3.25 1.81
H -4.38 2.50 1.18
H -6.74 2.83 0.49
H -7.67 1.55 -1.41
H -6.24 -0.06 -2.62
H -3.88 -0.40 -1.90
Cl 2.67 3.01 -6.39
C 1.87 2.42 -4.96
C 2.49 1.49 -4.16
C 1.85 1.03 -3.02
Cl 2.66 -0.17 -2.06
C 0.56 1.46 -2.63
O -0.12 1.09 -1.59
C -0.03 2.40 -3.51
Cl -1.62 2.96 -3.13
C 0.60 2.88 -4.65
H 3.48 1.13 -4.40
H 0.10 3.60 -5.27
C -1.90 -2.81 3.42
N -1.87 -3.40 2.09
C -2.88 -4.38 1.75
C -1.18 -2.72 1.13
N -0.35 -1.76 1.35
N -1.39 -3.17 -0.17
C -0.69 -2.81 -1.31
N -0.96 -3.60 -2.39
N 0.17 -1.86 -1.32
H -2.45 -3.47 4.08
H -2.37 -1.82 3.42
H -0.89 -2.72 3.83
H -3.23 -4.84 2.66
H -2.46 -5.18 1.13
H -3.74 -3.94 1.24
H -0.16 -1.54 2.32
H -2.23 -3.70 -0.33
H -1.71 -4.27 -2.35
H -0.76 -3.22 -3.30
H 0.65 -1.74 -2.21
*
```

ΔE to the lowest compared entry with this formula, charge and spin = 0.3617 eV
HOMO energy (spin up / spin down) = -7.088 / -7.111 eV
LUMO energy (spin up / spin down) = -0.20 / -0.20 eV
F_max = 0.677 eV/Å

***

Look up the F_max of the second one. 7.221 eV/Å